Record 1
This record from the Open Molecules 2025 dataset describes a molecular structure, C5H7N. The level of theory is ωB97M-V/def2-TZVPD.

Values from the calculation:
**Total energy**: -249.26870 Ha
**Energy above the lowest of the compared OMol25 structures with the same formula, charge and spin**: 5.566 eV

Positions of all 13 atoms, in Å:
N1 1.75853 -0.99488 0.61840
C1 0.15762 0.73342 -0.30996
C2 0.61655 -1.12460 1.56031
C3 0.93619 -0.45220 -0.19472
C4 -0.39686 -0.45776 0.52225
C5 -0.75009 0.98009 -1.51357
H1 -0.74364 1.96376 -1.89609
H2 0.64551 1.67876 0.04520
H3 -0.42199 0.34442 -2.34810
H4 -1.40779 -0.64907 0.20183
H5 0.32386 -2.11119 2.11768
H6 1.00026 -0.55566 2.47974
H7 -1.71815 0.64489 -1.28299

***

Record 2
This record from the Open Molecules 2025 dataset describes 2 unconnected molecules or ions with the total composition C3H9OS. The level of theory is ωB97M-V/def2-TZVPD.

Values from the calculation:
**Total energy**: -593.16663 Ha
**Net charge**: -1
**Energy above the lowest of the compared OMol25 structures with the same formula, charge and spin**: 0.170 eV

Positions of all 14 atoms, in Å:
S1 -0.88920 -0.35065 1.70623
O1 1.82560 1.27395 2.27508
C1 0.31372 -1.21181 -1.32729
C2 -0.17616 0.17790 -0.93022
C3 -1.35342 0.19119 0.03154
H1 1.72321 1.61590 3.17085
H2 -0.50034 -1.78423 -1.77647
H3 0.95043 0.88136 2.06882
H4 -2.06811 -0.54442 -0.35563
H5 -1.84242 1.16869 -0.05153
H6 -0.42607 0.74549 -1.83427
H7 0.64123 -1.76615 -0.45958
H8 0.67296 0.69650 -0.48223
H9 1.12857 -1.09372 -2.03531

***

Record 3
This record from the Open Molecules 2025 dataset describes a gas-phase ion, C4H7N2 (charge +1). The level of theory is ωB97M-V/def2-TZVPD.

Values from the calculation:
**Total energy**: -265.73519 Ha
**Net charge**: +1
**SMILES**: [NH+]#CC[C@H]1CN1
**Energy above the lowest of the compared OMol25 structures with the same formula, charge and spin**: 4.715 eV

Positions of all 13 atoms, in Å:
N1 0.31810 -0.41192 -1.43548
N2 -0.92322 2.49299 0.25276
C1 0.71682 -0.48553 -0.01884
C2 0.16568 -1.70645 -0.79394
C3 -0.60207 1.48033 0.72018
C4 -0.14534 0.24369 1.19978
H1 0.57198 0.39031 2.03566
H2 -0.80279 -0.35566 1.68900
H3 0.90552 -2.32108 -1.21612
H4 1.83803 -0.51370 0.18663
H5 -0.86575 -2.19561 -0.45746
H6 -0.79101 3.18417 -0.46825
H7 -0.38593 0.19849 -1.69391

***

Record 4
This record from the Open Molecules 2025 dataset describes a single C6H11NO molecule. The level of theory is ωB97M-V/def2-TZVPD.

Values from the calculation:
**Total energy**: -365.12070 Ha
**SMILES**: C=C(O)CC(=C)CN
**Energy above the lowest of the compared OMol25 structures with the same formula, charge and spin**: 3.014 eV

Positions of all 19 atoms, in Å:
O1 0.18408 2.69500 0.71836
N1 -1.27537 -0.95704 -2.48367
C1 0.28914 -0.68401 -0.31103
C2 -0.61677 -1.66478 -1.43225
C3 1.53610 -1.04253 -0.02392
C4 0.12127 1.42682 1.26157
C5 -0.63947 0.34041 0.11599
C6 0.59458 1.17540 2.48637
H1 -2.11164 -0.48382 -2.15760
H2 0.57976 0.17254 2.89963
H3 0.47193 3.32812 1.40030
H4 1.99976 -1.89778 -0.50710
H5 -0.66263 -0.27073 -2.91329
H6 0.98672 1.96204 3.13011
H7 -0.89966 1.02553 -0.69466
H8 0.13214 -2.33057 -1.86699
H9 2.15812 -0.45475 0.64108
H10 -1.32310 -2.29106 -0.88531
H11 -1.52498 -0.04880 0.62241

***

Record 5
This record from the Open Molecules 2025 dataset describes a gas-phase ion, C4H9N4S (charge +1). The level of theory is ωB97M-V/def2-TZVPD.

Values from the calculation:
**Total energy**: -774.71184 Ha
**Net charge**: +1
**SMILES**: CN1N=C[C@@H](C(N)=[NH2+])S1
**Energy above the lowest of the compared OMol25 structures with the same formula, charge and spin**: 2.775 eV

Positions of all 18 atoms, in Å:
S1 -0.72615 1.44390 0.24181
N1 2.98058 0.42434 0.43521
N2 -1.27960 -1.09308 0.28391
N3 -1.68861 0.04284 -0.22023
N4 1.53780 -0.13638 -1.24232
C1 1.74160 0.22396 -0.05590
C2 -3.11371 0.19432 -0.56288
C3 -0.20582 -1.05451 0.93684
C4 0.63294 0.20169 0.95118
H1 3.77642 0.10423 -0.11906
H2 -3.48069 1.03284 -0.00069
H3 -3.54673 -0.64857 -0.22827
H4 0.92203 0.63963 1.86857
H5 -0.12025 -2.00454 1.49972
H6 3.04819 0.21721 1.39681
H7 2.24326 -0.03493 -1.95635
H8 0.51611 0.00945 -1.61593
H9 -3.23740 0.43762 -1.61243

***

Record 6
This record from the Open Molecules 2025 dataset describes 6 unconnected molecules or ions with the total composition C35H43F3N7O. The level of theory is ωB97M-V/def2-TZVPD.

Values from the calculation:
**Total energy**: -2117.51610 Ha
**Net charge**: -1

Positions of all 89 atoms, in Å:
F1 2.14582 1.67512 -3.58133
F2 2.88709 3.00931 -2.20395
F3 3.75045 1.14625 -2.39370
O1 0.62003 0.80592 4.46650
N1 4.01009 -3.06397 -3.24629
N2 -1.97343 0.97046 -3.23892
N3 -0.86873 2.45980 0.49259
N4 0.97193 -5.71222 5.49697
N5 -4.44950 5.45532 -1.68513
N6 1.08113 -1.32466 4.17501
N7 0.44536 -2.16274 -2.10734
C1 -0.47317 2.83646 1.70501
C2 -6.81688 6.64556 -2.53686
C3 -1.04793 3.86546 2.42760
C4 1.46787 -2.36384 3.21169
C5 0.55128 -2.49793 2.01676
C6 0.52508 -4.75380 6.29851
C7 2.37170 0.41132 3.05981
C8 6.59309 -2.36899 -4.02623
C9 -2.87257 1.64402 -5.34946
C10 1.39599 -1.19711 -1.51927
C11 4.81483 -3.93454 -3.84312
C12 -4.05068 0.96218 -5.08374
C13 0.53400 -6.17948 8.20388
C14 5.76605 -1.44866 -3.40731
C15 -6.22151 7.03113 -1.34755
C16 -2.53423 4.18647 0.59108
C17 0.29141 -4.93263 7.65475
C18 -5.03054 5.09721 -2.82037
C19 -6.21021 5.65768 -3.29183
C20 1.43206 -1.25111 0.01301
C21 0.79602 0.12002 -1.81680
C22 6.10923 -3.64677 -4.25194
C23 -4.17298 0.28888 -3.87971
C24 0.99920 -7.18989 7.37901
C25 1.67281 1.24666 -1.35543
C26 1.20165 -6.90225 6.03709
C27 -5.04292 6.40575 -0.97164
C28 -1.86635 1.61476 -4.39167
C29 1.26678 -2.59436 0.67167
C30 2.59348 1.72829 -2.38079
C31 4.48071 -1.83697 -3.03244
C32 -3.10296 0.32608 -2.99350
C33 -1.88509 3.12887 -0.05259
C34 1.28630 -0.01372 3.93665
C35 -2.10029 4.55083 1.85497
H1 -0.67845 4.11447 3.41327
H2 -2.18343 2.80536 -1.04304
H3 1.20205 -8.17961 7.76413
H4 0.01603 -3.40999 2.12833
H5 0.86664 -3.07310 -2.07728
H6 -2.73210 2.18268 -6.27706
H7 1.08750 2.08694 -1.10003
H8 -0.18100 -1.73302 2.00614
H9 3.03957 -0.35067 2.74829
H10 4.39565 -4.92470 -4.00340
H11 -6.63748 5.32480 -4.22723
H12 -5.07226 -0.25830 -3.63134
H13 -0.92123 2.12272 -4.55803
H14 2.21385 1.00598 -0.47742
H15 0.73437 -0.54397 0.45669
H16 7.59812 -2.09743 -4.32885
H17 2.92663 1.16113 3.54948
H18 3.79045 -1.15417 -2.53628
H19 0.34640 -3.79338 5.82672
H20 0.59277 0.13996 -2.85058
H21 1.56792 -7.66363 5.35660
H22 -4.85949 0.95601 -5.80410
H23 6.10171 -0.43876 -3.21254
H24 -3.35483 4.72005 0.12475
H25 -0.42663 -2.21175 -1.54958
H26 -0.17536 0.19323 -1.34136
H27 -3.14704 -0.19276 -2.04050
H28 1.93477 0.83109 2.20013
H29 -7.73786 7.10762 -2.86842
H30 0.36400 -6.36124 9.25729
H31 -2.57967 5.36498 2.38682
H32 2.46907 -2.27600 2.89228
H33 2.21203 -3.01642 0.89058
H34 -4.52276 4.32087 -3.37780
H35 -0.07062 -4.11339 8.25979
H36 0.68688 -3.26438 0.09053
H37 6.71727 -4.40297 -4.73219
H38 2.39523 -0.90763 0.30759
H39 -6.65894 7.79784 -0.72331
H40 -4.54340 6.67936 -0.04618
H41 1.41933 -3.28128 3.73417
H42 0.11123 -1.42965 4.40390
H43 0.35162 2.26896 2.12542

***

Record 7
This record from the Open Molecules 2025 dataset describes a gas-phase ion, C5H11INO3S (charge +1). The level of theory is ωB97M-V/def2-TZVPD.

Values from the calculation:
**Total energy**: -1173.11378 Ha
**Net charge**: +1
**SMILES**: CCC(=O)[N+](C)(C)S(=O)(=O)I
**Energy above the lowest of the compared OMol25 structures with the same formula, charge and spin**: 2.177 eV

Positions of all 22 atoms, in Å:
I1 1.39270 2.17081 -2.82547
S1 0.51866 0.04013 -2.06666
O1 1.62796 -0.63192 -1.28714
O2 -0.26826 -0.57165 -3.07909
O3 0.99981 1.43184 0.49048
N1 -0.72163 0.31910 -0.69689
C1 -1.38775 1.57379 -0.55923
C2 -1.56945 -0.81192 -0.68387
C3 0.49663 0.37194 0.43414
C4 0.60868 -0.77641 1.35502
C5 1.78025 -0.72831 2.30235
H1 -0.77099 2.46578 -0.78838
H2 0.74723 -1.70266 0.85433
H3 1.73319 0.16519 2.90871
H4 -2.27457 1.59319 -1.17332
H5 -1.69957 1.86357 0.35901
H6 -2.31972 -0.87241 -1.52901
H7 2.75495 -0.72177 1.82720
H8 -0.97682 -1.77203 -0.75152
H9 -0.27000 -0.75813 1.82971
H10 -2.17247 -0.96251 0.21804
H11 1.77116 -1.68561 2.86158